{"formula": "C2H6N4O2", "method": "ωB97M-V with the def2-TZVPD basis set", "homo_ev": -9.176, "de_lowest_kj_mol": 646.4, "total_charge": 0, "molar_mass_da": 118.096, "elements": ["C", "C", "H", "H", "H", "H", "H", "H", "N", "N", "N", "N", "O", "O"], "xyz": [[-0.138, 0.782, 0.751], [0.640, 0.695, -0.583], [-0.799, -2.449, 1.453], [-2.338, -2.035, 0.417], [-1.192, -0.268, 2.334], [1.125, 2.441, -0.611], [1.040, -0.383, -2.185], [-0.228, -1.872, -0.366], [-1.290, -1.678, 0.774], [-1.214, -0.014, 1.053], [1.296, 1.682, -1.191], [0.320, -0.445, -1.472], [0.099, 1.707, 1.525], [0.600, -1.846, -1.049]], "nbo_charge": [0.562, 0.289, 0.414, 0.426, 0.421, 0.345, 0.378, 0.477, -0.797, -0.436, -0.572, -0.357, -0.523, -0.627]}

{"formula": "C54H65F13N4O3PS2", "method": "ωB97M-V with the def2-TZVPD basis set", "homo_ev": -10.685, "total_charge": 1, "molar_mass_da": 1160.221, "elements": ["C", "C", "C", "C", "C", "C", "C", "O", "N", "C", "C", "F", "C", "P", "N", "C", "C", "C", "N", "C", "C", "C", "F", "F", "C", "F", "F", "S", "F", "F", "F", "F", "F", "N", "S", "O", "O", "C", "F", "F", "F", "H", "H", "H", "H", "H", "H", "H", "H", "H", "H", "H", "H", "H", "H", "H", "H", "H", "H", "H", "H", "H", "H", "H", "H", "H", "H", "H", "H", "H", "C", "C", "C", "C", "C", "C", "H", "H", "H", "H", "H", "H", "C", "C", "C", "C", "C", "C", "H", "H", "H", "H", "H", "H", "C", "C", "C", "C", "C", "C", "H", "H", "H", "H", "H", "H", "C", "C", "C", "C", "C", "C", "H", "H", "H", "H", "H", "H", "C", "C", "C", "C", "C", "C", "H", "H", "H", "H", "H", "H", "C", "C", "C", "C", "C", "C", "H", "H", "H", "H", "H", "H"], "xyz": [[5.089, -0.273, -2.187], [3.912, -0.466, -2.258], [2.488, -0.709, -2.241], [1.664, 0.609, -2.039], [1.168, 0.811, -0.592], [2.147, 0.240, 0.417], [2.153, 0.985, 1.768], [3.095, 2.033, 1.749], [-0.287, 0.443, -0.335], [-0.535, -0.891, 0.315], [-0.575, -0.809, 1.829], [-1.747, -1.364, -0.098], [-1.188, 0.788, -1.499], [-1.305, 2.680, -1.472], [-2.754, 3.194, -1.705], [-0.678, 0.227, -2.854], [-0.666, -1.310, -2.776], [-0.472, -2.092, -4.081], [-0.693, -3.520, -3.737], [-1.721, 0.644, -3.909], [-3.094, -0.034, -3.752], [-4.212, 0.808, -4.335], [-4.411, 1.966, -3.702], [-3.801, 1.144, -5.601], [-5.544, 0.052, -4.569], [-5.287, -0.926, -5.453], [-6.428, 0.872, -5.128], [-6.340, -0.757, -3.056], [-7.262, -1.601, -4.015], [-5.253, -1.904, -3.089], [-5.447, 0.103, -2.065], [-7.448, 0.362, -2.987], [-6.993, -1.452, -1.814], [0.648, 0.812, -3.080], [1.222, 1.135, -4.572], [2.628, 1.331, -4.466], [0.833, 0.207, -5.579], [0.595, 2.789, -5.185], [0.690, 3.721, -4.242], [-0.626, 2.716, -5.678], [1.429, 3.093, -6.166], [6.137, -0.260, -2.347], [2.215, -1.490, -1.536], [2.225, -1.095, -3.224], [2.399, 1.395, -2.165], [1.214, 1.885, -0.414], [2.109, -0.838, 0.537], [3.135, 0.452, 0.013], [1.150, 1.363, 1.993], [2.391, 0.274, 2.550], [2.674, 2.805, 1.364], [-0.582, 1.110, 0.384], [0.191, -1.631, 0.001], [0.375, -1.067, 2.281], [-0.921, 0.163, 2.176], [-1.308, -1.526, 2.177], [-2.218, 0.520, -1.301], [-0.296, 3.137, -2.332], [-0.884, 3.052, -0.161], [-2.801, 3.808, -2.511], [-1.582, -1.682, -2.333], [0.112, -1.672, -2.108], [0.562, -2.012, -4.391], [-1.159, -1.806, -4.870], [-0.045, -4.064, -4.287], [-1.625, -3.803, -4.008], [-1.874, 1.721, -3.938], [-1.370, 0.381, -4.897], [-3.328, -0.396, -2.760], [-3.088, -0.922, -4.380], [4.754, -2.703, 0.832], [4.906, -4.020, 1.242], [5.524, -4.302, 2.453], [5.983, -3.267, 3.257], [5.830, -1.949, 2.849], [5.218, -1.668, 1.636], [4.279, -2.480, -0.117], [4.547, -4.828, 0.617], [5.649, -5.329, 2.770], [6.463, -3.489, 4.202], [6.188, -1.142, 3.475], [5.104, -0.638, 1.316], [-4.601, 1.214, 3.880], [-5.930, 1.014, 3.538], [-6.339, 1.157, 2.219], [-5.417, 1.493, 1.238], [-4.087, 1.689, 1.581], [-3.678, 1.554, 2.901], [-4.284, 1.109, 4.910], [-6.650, 0.750, 4.301], [-7.377, 1.008, 1.955], [-5.733, 1.604, 0.209], [-3.368, 1.952, 0.813], [-2.640, 1.717, 3.171], [2.831, 1.656, 6.473], [3.335, 0.897, 5.426], [3.327, -0.490, 5.502], [2.807, -1.118, 6.626], [2.301, -0.360, 7.673], [2.316, 1.026, 7.598], [2.841, 2.737, 6.414], [3.737, 1.389, 4.547], [3.729, -1.082, 4.688], [2.799, -2.199, 6.687], [1.897, -0.850, 8.549], [1.927, 1.616, 8.417], [-3.453, -4.278, -6.821], [-3.090, -5.415, -7.528], [-3.775, -5.756, -8.685], [-4.815, -4.956, -9.138], [-5.174, -3.817, -8.431], [-4.495, -3.479, -7.269], [-2.919, -4.013, -5.915], [-2.276, -6.037, -7.178], [-3.498, -6.646, -9.235], [-5.346, -5.221, -10.042], [-5.984, -3.193, -8.785], [-4.775, -2.595, -6.714], [-5.506, 6.886, 5.676], [-5.332, 6.664, 7.035], [-4.852, 5.442, 7.484], [-4.538, 4.444, 6.572], [-4.709, 4.666, 5.213], [-5.196, 5.886, 4.765], [-5.883, 7.838, 5.328], [-5.572, 7.445, 7.746], [-4.722, 5.268, 8.544], [-4.160, 3.491, 6.923], [-4.464, 3.888, 4.502], [-5.335, 6.058, 3.705], [10.441, -0.694, 4.963], [11.235, 0.027, 4.082], [11.036, -0.089, 2.713], [10.038, -0.921, 2.225], [9.242, -1.640, 3.106], [9.446, -1.530, 4.474], [10.598, -0.606, 6.030], [12.010, 0.679, 4.463], [11.660, 0.469, 2.027], [9.881, -1.009, 1.157], [8.467, -2.288, 2.725], [8.829, -2.095, 5.162]], "mulliken_charge": [-0.140, -1.776, 0.697, -0.997, -0.190, -0.707, -1.041, -0.566, 0.954, 0.841, -1.624, -0.276, -2.452, 0.243, -0.712, -0.003, -1.497, -0.882, -0.653, -1.367, -1.248, 0.561, -0.272, -0.369, 0.352, -0.158, -0.265, 1.463, -0.328, -0.310, -0.270, -0.329, -0.316, 0.985, 1.280, -0.690, -0.666, 0.658, -0.244, -0.183, -0.207, 0.504, 0.643, 0.192, 1.104, -0.259, 0.408, 0.590, 0.388, 0.267, 0.420, 0.797, 0.306, 0.310, 0.254, 0.481, 1.644, 0.011, 0.154, 0.288, 0.485, 0.325, 0.383, 0.247, 0.330, 0.245, 0.751, 1.170, 0.803, 0.432, -0.001, -0.700, -0.428, -0.867, -0.703, -0.200, 0.371, 0.414, 0.410, 0.464, 0.725, 0.512, -0.620, -0.479, -0.635, -0.742, 0.149, -0.506, 0.448, 0.412, 0.422, 0.579, 0.458, 0.489, -0.574, -0.273, -0.054, -0.728, -0.319, -0.445, 0.393, 0.493, 0.348, 0.394, 0.381, 0.379, -0.157, -0.366, -0.430, -0.427, -0.637, -0.171, 0.187, 0.365, 0.376, 0.369, 0.395, 0.520, -0.349, -0.458, -0.387, -0.469, 0.218, -0.590, 0.367, 0.362, 0.367, 0.345, 0.245, 0.364, -0.454, -0.417, -0.338, -0.598, -0.083, -0.319, 0.372, 0.361, 0.366, 0.370, 0.416, 0.345]}

{"formula": "C7H9N", "method": "ωB97M-V with the def2-TZVPD basis set", "homo_ev": -9.520, "de_lowest_kj_mol": 299.8, "total_charge": 0, "molar_mass_da": 107.156, "smiles": "c1ccncc1.C=C", "elements": ["C", "C", "C", "C", "C", "C", "C", "H", "H", "H", "H", "H", "H", "H", "H", "H", "N"], "xyz": [[-3.056, -0.744, -0.177], [-2.393, -2.079, -0.234], [-1.096, -2.190, -0.697], [-0.408, -1.056, -0.898], [-0.978, 0.161, -0.715], [4.703, 2.966, 1.782], [4.222, 2.006, 1.001], [-4.138, -0.637, 0.169], [-3.012, -2.904, 0.136], [-0.668, -3.148, -0.831], [0.685, -1.217, -1.365], [-0.209, 1.018, -0.741], [5.754, 2.743, 2.130], [4.133, 3.615, 2.378], [4.771, 1.201, 0.796], [3.339, 2.121, 0.471], [-2.374, 0.403, -0.502]], "nbo_charge": [0.030, -0.251, -0.193, -0.265, 0.014, -0.382, -0.357, 0.208, 0.219, 0.219, 0.222, 0.204, 0.182, 0.199, 0.178, 0.180, -0.407]}

{"formula": "C29H56AlBrClFNO15S7", "method": "ωB97M-V with the def2-TZVPD basis set", "homo_ev": -6.480, "total_charge": -1, "molar_mass_da": 1044.565, "elements": ["O", "C", "N", "Al", "F", "Cl", "Br", "C", "C", "C", "S", "O", "O", "C", "H", "H", "H", "H", "H", "H", "H", "H", "C", "C", "C", "S", "O", "O", "C", "H", "H", "H", "H", "H", "H", "H", "H", "C", "C", "C", "S", "O", "O", "C", "H", "H", "H", "H", "H", "H", "H", "H", "C", "C", "C", "S", "O", "O", "C", "H", "H", "H", "H", "H", "H", "H", "H", "C", "C", "C", "S", "O", "O", "C", "H", "H", "H", "H", "H", "H", "H", "H", "C", "C", "C", "S", "O", "O", "C", "H", "H", "H", "H", "H", "H", "H", "H", "C", "C", "C", "S", "O", "O", "C", "H", "H", "H", "H", "H", "H", "H", "H"], "xyz": [[-0.148, -2.857, -1.578], [0.331, -2.505, -0.556], [0.922, -2.281, 0.472], [2.548, -1.355, 0.300], [2.454, 0.080, 1.225], [2.977, -0.788, -1.775], [4.288, -2.745, 1.105], [-0.811, -2.979, 5.864], [-1.606, -2.907, 4.558], [-0.654, -2.376, 3.486], [0.996, -2.872, 3.980], [1.757, -1.689, 4.301], [1.488, -3.858, 3.056], [0.518, -3.656, 5.523], [-1.352, -3.525, 6.638], [-0.621, -1.972, 6.214], [-1.967, -3.904, 4.290], [-2.475, -2.260, 4.653], [-0.859, -2.782, 2.500], [-0.671, -1.289, 3.450], [1.297, -3.492, 6.263], [0.393, -4.725, 5.343], [-3.222, -1.085, -2.372], [-4.169, -2.275, -2.539], [-4.703, -2.641, -1.147], [-4.680, -1.119, -0.190], [-3.733, -1.263, 0.888], [-6.036, -0.687, 0.062], [-3.952, -0.099, -1.466], [-2.965, -0.634, -3.327], [-2.295, -1.414, -1.898], [-4.998, -1.992, -3.188], [-3.666, -3.124, -3.002], [-5.722, -3.018, -1.182], [-4.059, -3.359, -0.642], [-3.298, 0.640, -1.011], [-4.768, 0.394, -1.996], [-0.346, 2.251, 4.885], [-1.751, 2.648, 4.416], [-2.725, 1.602, 4.969], [-1.977, 0.971, 6.474], [-1.623, -0.410, 6.236], [-2.755, 1.381, 7.619], [-0.474, 1.929, 6.372], [0.377, 3.040, 4.692], [-0.011, 1.359, 4.348], [-1.999, 3.639, 4.804], [-1.816, 2.696, 3.329], [-3.702, 2.015, 5.207], [-2.836, 0.765, 4.280], [0.356, 1.341, 6.755], [-0.608, 2.828, 6.975], [1.080, 3.169, -5.595], [2.009, 1.948, -5.640], [1.851, 1.201, -4.310], [0.192, 1.551, -3.729], [0.269, 2.326, -2.517], [-0.604, 0.354, -3.801], [-0.257, 2.653, -5.071], [0.972, 3.633, -6.575], [1.485, 3.917, -4.910], [1.713, 1.298, -6.466], [3.047, 2.235, -5.805], [1.965, 0.127, -4.421], [2.544, 1.566, -3.555], [-0.910, 3.437, -4.694], [-0.778, 2.062, -5.824], [-7.145, -3.866, -7.495], [-6.366, -4.779, -6.538], [-4.931, -4.243, -6.460], [-5.037, -2.478, -6.781], [-4.356, -2.191, -8.018], [-4.742, -1.752, -5.574], [-6.802, -2.439, -7.080], [-8.218, -4.048, -7.444], [-6.821, -4.043, -8.522], [-6.826, -4.746, -5.549], [-6.378, -5.816, -6.870], [-4.487, -4.395, -5.479], [-4.294, -4.680, -7.226], [-7.023, -1.697, -7.843], [-7.288, -2.171, -6.143], [2.612, 4.126, 1.202], [1.419, 4.729, 0.449], [0.428, 5.248, 1.500], [1.409, 5.677, 2.944], [1.048, 4.786, 4.023], [1.415, 7.108, 3.124], [2.981, 5.146, 2.279], [3.451, 3.926, 0.539], [2.318, 3.182, 1.665], [1.761, 5.558, -0.175], [0.948, 3.998, -0.206], [-0.106, 6.133, 1.165], [-0.281, 4.477, 1.798], [3.592, 4.731, 3.077], [3.467, 6.021, 1.849], [7.827, -1.214, 2.135], [9.307, -1.010, 1.783], [9.375, 0.037, 0.665], [7.925, 1.084, 0.870], [7.075, 0.916, -0.278], [8.341, 2.396, 1.307], [7.231, 0.185, 2.253], [7.705, -1.778, 3.059], [7.326, -1.764, 1.338], [9.843, -0.642, 2.662], [9.781, -1.942, 1.477], [10.267, 0.654, 0.734], [9.315, -0.419, -0.321], [6.144, 0.199, 2.192], [7.565, 0.682, 3.164]], "mulliken_charge": [-0.645, 0.668, 0.037, 0.014, -0.287, -0.287, -0.437, -0.273, -0.875, -0.163, 1.210, -0.652, -0.673, -0.878, 0.426, 0.142, 0.419, 0.322, 0.313, 0.046, 0.454, 0.289, -0.168, -0.265, -0.871, 1.078, -0.530, -0.717, -0.925, 0.407, -0.139, 0.127, 0.323, 0.396, 0.403, 0.500, 0.373, 0.135, -0.578, -0.622, 0.945, -0.565, -0.736, -0.864, 0.120, 0.091, 0.293, 0.283, 0.399, 0.267, 0.475, 0.336, -0.561, -0.660, -0.581, 1.058, -0.557, -0.628, -0.751, 0.344, 0.271, 0.298, 0.321, 0.367, 0.330, 0.396, 0.341, -0.576, -0.637, -0.525, 1.034, -0.684, -0.534, -0.697, 0.343, 0.293, 0.298, 0.325, 0.253, 0.360, 0.389, 0.349, -0.542, -0.544, -0.451, 1.052, -0.642, -0.737, -0.756, 0.391, 0.236, 0.291, 0.318, 0.398, 0.119, 0.426, 0.358, -0.490, -0.655, -0.654, 1.132, -0.610, -0.699, -0.619, 0.326, 0.214, 0.303, 0.330, 0.350, 0.360, 0.350, 0.326]}

What are the frontier orbital gap values for these records? In order: 8.4 7.9 10.2 8.2 eV.